Density functional theory data (wB97M-V/def2-TZVPD) for an isolated molecule of Br5HSi2 at a distorted geometry.

The relative energy (zero: lowest compared OMol25 entry of this formula, charge and spin) comes out at 31.26 kcal per mole. The SMILES is Br[SiH](Br)[Si](Br)(Br)Br. The calculation puts the HOMO-LUMO gap at 8.76 eV.

Structure (ORCA input):
```
! RIJCOSX wB97M-V def2-TZVPD def2/J DEFGRID3
* xyz 0 1
Si 1.242 0.188 0.371
Si -0.972 -0.725 -0.299
Br 0.867 0.876 2.428
Br 1.056 2.394 -1.343
Br -1.313 -0.906 -2.416
Br -1.289 -2.705 0.733
Br -2.190 0.964 0.350
H 2.599 -0.086 0.176
*
```

Here are the natural (NBO) charges for atoms 1 to 5, given in e: atom 1 (Si): 0.81, atom 2 (Si): 0.73, atom 3 (Br): -0.25, atom 4 (Br): -0.48, atom 5 (Br): -0.20